Record 1
36
Properties=species:S:1:pos:R:3:forces:R:3 method="wB97M-V/def2-TZVPD" homo_lumo_gap_ev=9.7 e_tot_ha=-600.7545 relative_energy_kj_mol=147.52 mol_weight_g_mol=203.33 lumo_ev=0.75
N 3.32767 0.57614 -4.82880 0.142 -0.108 0.053
C -0.16651 -1.00939 2.64553 0.502 1.013 1.901
C 0.68520 -0.57614 1.47490 -0.949 0.320 0.889
C -0.84675 -2.39361 2.60266 -0.554 2.290 0.352
C 1.54789 1.82544 -2.11582 -1.192 -1.479 0.670
C 0.32943 -0.51576 4.06390 -0.079 -0.431 -0.907
C 2.43638 0.66474 -4.11103 0.178 0.210 -0.337
C 1.26289 0.83282 -3.26971 0.176 -0.938 0.760
C -1.81720 1.08679 -0.30568 -0.084 -0.362 0.661
C -0.59607 -0.31381 -2.09192 -0.359 -0.136 0.311
C 0.76060 -0.55449 -2.74643 -0.168 0.798 0.600
C 0.39846 1.80799 -1.08104 -0.887 -2.057 -1.899
C -0.62077 0.87681 -1.15174 2.366 2.267 -0.303
C -1.84757 0.05596 0.84603 1.076 -0.211 0.143
C -0.61723 0.15999 1.79238 -1.035 -0.240 -1.194
H -1.36513 -0.17251 -2.87385 0.155 -0.037 0.259
H 0.38821 0.57864 4.10178 -0.043 -0.198 -0.179
H -1.77271 -2.36701 3.20598 0.291 -0.119 -0.408
H 1.34954 -0.87416 4.24583 -0.257 -0.190 0.212
H -0.34353 -0.81232 4.88073 0.198 -0.146 -0.271
H -2.70113 0.24047 1.45070 -1.024 0.153 0.537
H -1.96703 -0.97774 0.46430 0.197 0.540 0.072
H 0.40583 2.60882 -0.35667 -0.287 0.072 0.078
H -1.05073 -2.61336 1.58101 -0.518 -0.353 -0.780
H 0.50048 1.25765 -3.90015 -0.513 0.129 -0.311
H 1.55891 0.01724 1.64409 0.613 -0.119 0.093
H -1.78745 2.11899 0.10220 -0.176 -0.608 -0.157
H -2.70350 0.98435 -0.95090 0.003 0.061 0.341
H 2.45729 1.48738 -1.63561 0.507 0.349 0.095
H 0.72786 -1.32774 0.70769 -0.028 0.205 -0.614
H -0.54113 1.19427 2.24576 0.154 -1.389 -0.495
H 1.64601 2.79943 -2.55808 0.318 0.571 0.082
H -0.23117 -3.16792 2.96523 0.964 -0.805 0.623
H 1.44368 -0.97118 -1.98704 0.024 0.315 -0.340
H 0.64616 -1.30128 -3.52721 0.196 0.122 -0.260
H -0.89687 -1.22553 -1.52900 0.091 0.510 -0.276

---

Record 2
12
Properties=species:S:1:pos:R:3:forces:R:3 method="wB97M-V/def2-TZVPD" homo_lumo_gap_ev=10.1 e_tot_ha=-306.3290 relative_energy_kj_mol=465.41 mol_weight_g_mol=86.09 lumo_ev=0.61
O 1.11438 0.38950 -1.05254 -0.111 0.103 -0.029
O 2.16689 0.52998 1.37471 -0.250 -0.412 -0.511
C -1.03891 0.74970 0.27946 0.009 0.156 0.105
C -1.28426 -0.44314 -0.67578 -0.038 -0.181 -0.095
C 1.82732 -0.24278 0.54503 0.425 0.282 0.463
C 0.08199 0.03857 -0.37085 -0.123 0.030 0.019
H -1.25544 0.58742 1.33214 0.053 0.005 -0.167
H 0.62493 -0.75836 0.62124 -0.111 -0.018 0.017
H -1.65984 -1.35894 -0.22848 0.073 0.150 -0.050
H -1.64950 -0.24498 -1.68080 0.086 -0.010 0.147
H 2.32062 -1.00036 -0.06340 -0.064 0.055 0.074
H -1.24817 1.75340 -0.08071 0.051 -0.161 0.027

---

Record 3
9
Properties=species:S:1:pos:R:3:forces:R:3 method="wB97M-V/def2-TZVPD" homo_lumo_gap_ev=9.6 e_tot_ha=-5724.2928 relative_energy_kj_mol=7.92 mol_weight_g_mol=234.32 lumo_ev=0.32
Br 2.66173 2.07477 -0.02139 -0.243 -0.310 0.103
Br 1.71775 -2.52768 -0.04105 0.323 1.014 0.375
Cl 4.24016 -0.47199 0.05118 1.404 -0.380 -0.082
C 0.18576 -0.15176 0.08888 0.404 2.154 -0.481
C 2.70319 0.17622 0.06179 -0.748 0.069 0.166
C 1.61361 -0.57702 0.12679 0.084 -0.073 -0.198
H -0.25626 -0.09108 1.09376 -0.191 -0.778 -0.481
H -0.00997 0.88305 -0.36263 0.766 -1.329 0.543
H -0.12403 -0.87120 -0.63533 -1.799 -0.368 0.056

---

Record 4
43
Properties=species:S:1:pos:R:3:forces:R:3 method="wB97M-V/def2-TZVPD" homo_lumo_gap_ev="6.8 / 6.8" e_tot_ha=-3967.4974 charge=+1 mol_weight_g_mol=520.42 lumo_ev="-3.28 / -3.28"
Ru 0.16906 0.50160 0.00204 0.204 -0.202 0.723
Se -1.54953 0.78577 -1.75383 -0.054 -0.106 0.047
S -2.08970 -0.21520 0.18343 0.041 0.328 -0.535
O 0.32827 3.43874 -1.32315 0.075 0.040 0.088
O -0.39429 4.71135 0.25541 0.016 -0.038 0.003
N 0.71049 0.37630 2.09547 -0.112 -0.079 0.057
N 0.44587 -1.37342 -0.61131 -0.012 -0.172 -0.118
N 0.13680 3.88256 2.63077 0.013 0.000 -0.026
N -0.53826 -2.33620 -0.66017 -0.071 0.026 0.037
N 0.62630 1.65216 2.69624 -0.021 -0.011 0.075
N -2.78294 -2.70833 -0.39871 0.002 0.019 0.022
N 0.00486 3.64374 -0.18785 -0.174 0.017 -0.071
N 0.07799 2.52632 0.66514 0.066 0.055 0.080
N 2.19804 0.51756 -0.42965 -0.183 0.070 -0.366
C 3.08875 1.48678 -0.20717 0.028 0.083 -0.087
C 3.97182 -0.87308 -1.22769 0.035 0.023 0.002
C -1.71944 -1.90750 -0.34689 0.047 -0.105 0.088
C 2.63022 -0.66659 -0.93262 -0.019 -0.050 0.098
C 0.24637 2.73854 1.96169 0.074 0.023 -0.036
C 4.88636 0.13958 -0.99668 -0.020 -0.023 -0.009
C 1.60786 -1.71023 -1.07435 0.053 0.076 0.030
C 4.43770 1.34056 -0.47008 -0.032 0.006 0.004
C -2.75013 -4.08280 -0.89173 0.005 -0.009 0.005
C 1.91351 -3.04430 -1.66795 -0.014 -0.010 0.001
C -4.07963 -4.44204 -1.52746 -0.009 -0.006 0.012
H -4.05746 -5.47144 -1.88114 0.002 0.000 0.001
H -4.29449 -3.79266 -2.37591 0.001 -0.001 -0.001
H 0.51868 1.68430 3.69812 -0.029 -0.007 -0.003
H -0.00660 -0.22275 2.49608 0.036 -0.038 0.005
H 2.69157 2.41909 0.17137 -0.008 -0.006 -0.002
H 2.65277 -2.95468 -2.46140 -0.001 0.001 -0.002
H 4.29442 -1.82305 -1.62681 0.002 0.000 0.000
H 5.11194 2.16226 -0.27659 0.008 -0.005 -0.004
H -0.16007 4.70029 2.11726 -0.021 -0.002 0.006
H -1.93396 -4.15064 -1.60889 -0.015 0.004 -0.016
H -3.67187 -2.32048 -0.12721 -0.006 0.014 -0.036
H -2.51644 -4.75976 -0.06653 0.020 0.004 -0.002
H 5.93326 -0.00721 -1.22374 0.000 -0.003 0.002
H 1.00842 -3.48452 -2.07445 -0.003 0.001 0.007
H 2.30485 -3.72742 -0.91011 0.011 0.003 -0.004
H 1.61999 -0.02571 2.30905 0.042 0.060 -0.066
H 0.43452 3.95155 3.58794 0.019 0.015 -0.008
H -4.89778 -4.35905 -0.80934 0.002 0.002 0.000